Entry i
{
  "formula": "H6O3",
  "method": "the ωB97M-V functional and the def2-TZVPD basis",
  "symbols": ["O", "O", "O", "H", "H", "H", "H", "H", "H"],
  "positions_angstrom": [[-0.82122, -0.54561, -1.37589], [-0.32842, -0.71683, 1.29975], [1.04451, 1.46512, 0.14060], [0.54995, 0.86282, 0.77160], [-0.49868, -1.29480, -1.91725], [-1.11567, -0.36316, 1.74230], [-0.20337, 0.20547, -1.43248], [1.97175, 1.33677, 0.39642], [-0.59885, -0.94977, 0.37496]],
  "lowdin_charge": [-0.38, -0.25, -0.23, -0.01, -0.06, 0.00, -0.04, 0.00, -0.03],
  "multiplicity": 2,
  "molar_mass_g_mol": 54.05,
  "gap_ev": [3.09, 11.07],
  "lumo_energy_ev": [4.3, 4.2],
  "e_homo_ev": [1.24, -6.82],
  "total_charge": -1
}

Entry ii
{
  "formula": "H6O3",
  "method": "the ωB97M-V functional and the def2-TZVPD basis",
  "symbols": ["O", "O", "O", "H", "H", "H", "H", "H", "H"],
  "positions_angstrom": [[-3.21077, 0.73753, -1.05151], [1.70197, -0.57761, -0.94696], [1.54264, -0.28431, 1.72962], [2.22856, 0.11768, -1.35484], [1.02344, -1.04666, 2.07813], [1.51709, 0.25732, 2.55338], [-3.72190, 1.53371, -1.14233], [1.60121, -0.35913, 0.00613], [-2.99597, 0.62975, -0.11598]],
  "lowdin_charge": [-0.14, -0.23, -0.46, 0.00, -0.06, -0.07, 0.00, -0.05, 0.01],
  "multiplicity": 2,
  "molar_mass_g_mol": 54.05,
  "gap_ev": [2.75, 10.39],
  "lumo_energy_ev": [3.7, 3.6],
  "e_homo_ev": [0.91, -6.78],
  "total_charge": -1
}

Stability verdict: entry i, ahead by 12.5 kJ/mol

Entry i
{
  "formula": "CH3NO4",
  "method": "the ωB97M-V functional and the def2-TZVPD basis",
  "symbols": ["O", "O", "O", "O", "N", "C", "H", "H", "H"],
  "positions_angstrom": [[-2.27421, -0.43401, 0.59248], [-1.32700, -0.89841, -0.34146], [2.17540, 0.18498, -0.01795], [0.08769, 1.51318, -0.80127], [0.31531, -0.61551, 0.23221], [0.46025, 0.45789, -0.46464], [0.70953, -1.50193, -0.04848], [-2.50769, 0.42492, 0.19986], [2.36071, 0.86888, 0.64926]],
  "lowdin_charge": [-0.03, -0.15, -0.13, 0.21, 0.21, -0.40, 0.15, 0.10, 0.05],
  "multiplicity": 1,
  "molar_mass_g_mol": 93.04,
  "gap_ev": [9.61, 9.61],
  "lumo_energy_ev": [-0.5, -0.5],
  "e_homo_ev": [-10.07, -10.07],
  "total_charge": 0
}

Entry ii
{
  "formula": "CH3NO4",
  "method": "the ωB97M-V functional and the def2-TZVPD basis",
  "symbols": ["O", "O", "O", "O", "N", "C", "H", "H", "H"],
  "positions_angstrom": [[-1.13886, 0.90808, -0.16102], [1.91189, -0.97426, 0.05130], [-1.98901, -0.19986, 0.08072], [1.02232, 1.57530, -0.01845], [0.51619, -0.63824, -0.01391], [0.24733, 0.66258, 0.00262], [2.38554, -0.14150, -0.13624], [-0.11056, -1.42592, -0.02347], [-2.84485, 0.23384, 0.21845]],
  "lowdin_charge": [-0.02, 0.01, -0.01, 0.13, 0.07, -0.55, 0.10, 0.15, 0.12],
  "multiplicity": 1,
  "molar_mass_g_mol": 93.04,
  "gap_ev": 10.51,
  "lumo_energy_ev": 0.5,
  "e_homo_ev": -10.01,
  "smiles": "O=C(NO)OO",
  "total_charge": 0
}

Stability verdict: entry ii, ahead by 262.0 kJ/mol

Entry i
{
  "formula": "C19H28ClN3O3S",
  "method": "the ωB97M-V functional and the def2-TZVPD basis",
  "symbols": ["Cl", "S", "O", "O", "O", "N", "N", "N", "C", "C", "C", "C", "C", "C", "C", "C", "C", "C", "C", "C", "C", "C", "C", "C", "C", "C", "C", "H", "H", "H", "H", "H", "H", "H", "H", "H", "H", "H", "H", "H", "H", "H", "H", "H", "H", "H", "H", "H", "H", "H", "H", "H", "H", "H", "H"],
  "positions_angstrom": [[7.18281, 0.23988, 1.42217], [-0.45251, 0.70974, 1.66002], [-0.80812, 2.09873, 1.65416], [0.89679, 0.38367, 1.30668], [0.31314, -2.54560, 1.85768], [-1.45336, -0.05337, 0.55579], [3.00580, -0.62154, -1.41170], [0.83230, -1.98910, -0.24992], [-5.44380, 0.87936, -0.80150], [4.96860, -0.13781, -0.04180], [2.19659, -2.44525, -0.00579], [-5.15390, 0.90723, 0.69592], [5.77791, 2.13694, 0.12299], [1.64900, -0.15348, -1.65762], [-2.71690, 0.59721, 0.24293], [0.61672, -1.27449, -1.48503], [3.08840, -2.04157, -1.17538], [-1.42562, -1.49928, 0.61370], [4.71841, 2.54013, -0.67245], [-3.00079, 0.54130, -1.26130], [-3.92337, 0.06227, 1.01845], [-4.23516, 1.37812, -1.58730], [3.80290, 1.63084, -1.15853], [-0.00104, -2.02447, 0.79926], [-0.79148, 0.01777, 3.29499], [5.87963, 0.79122, 0.42245], [3.90414, 0.26561, -0.85443], [1.40655, 0.63472, -0.93804], [1.56341, 0.24476, -2.67794], [-0.36906, -0.81650, -1.48015], [-2.00368, -1.88442, 1.46561], [-5.67958, -0.14291, -1.10666], [-1.85778, -1.90658, -0.30494], [-4.03929, 2.42035, -1.32900], [3.00704, 1.98333, -1.79318], [-4.44053, 1.32926, -2.65844], [-6.01568, 0.52820, 1.24906], [0.67016, -1.98325, -2.32067], [-2.13455, 0.92181, -1.80510], [-0.19843, 0.59467, 3.99238], [-4.97621, 1.93682, 1.01249], [-4.11795, -0.97518, 0.73702], [-3.17479, -0.49278, -1.56927], [5.09703, -1.16375, 0.26009], [-6.31231, 1.50216, -1.02231], [-1.84555, 0.12920, 3.50995], [-2.55061, 1.64125, 0.52227], [2.77596, -2.56133, -2.08800], [2.19115, -3.53068, 0.14007], [4.61193, 3.58496, -0.92296], [-0.47526, -1.01886, 3.29347], [6.49910, 2.84291, 0.50056], [2.54681, -1.97505, 0.91902], [4.11844, -2.33214, -0.98125], [-3.72342, 0.09497, 2.09145]],
  "lowdin_charge": [0.66, 0.64, -0.29, -0.27, 0.05, -0.20, -0.08, -0.04, -0.21, -0.05, -0.10, -0.19, -0.13, -0.14, -0.34, -0.11, -0.14, -0.11, -0.08, -0.15, -0.15, -0.19, -0.03, -0.49, -0.09, -0.68, -0.22, 0.10, 0.13, 0.10, 0.13, 0.11, 0.13, 0.12, 0.10, 0.11, 0.11, 0.13, 0.12, 0.07, 0.12, 0.12, 0.12, 0.09, 0.11, 0.06, 0.13, 0.12, 0.13, 0.11, 0.05, 0.10, 0.13, 0.12, 0.11],
  "multiplicity": 1,
  "molar_mass_g_mol": 413.97,
  "gap_ev": 8.28,
  "lumo_energy_ev": 0.6,
  "e_homo_ev": -7.72,
  "smiles": "CS(=O)(=O)N(CC(=O)N1CCN(c2cccc(Cl)c2)CC1)C1CCCCC1",
  "total_charge": 0
}

Entry ii
{
  "formula": "C19H28ClN3O3S",
  "method": "the ωB97M-V functional and the def2-TZVPD basis",
  "symbols": ["Cl", "S", "O", "O", "O", "N", "N", "N", "C", "C", "C", "C", "C", "C", "C", "C", "C", "C", "C", "C", "C", "C", "C", "C", "C", "C", "C", "H", "H", "H", "H", "H", "H", "H", "H", "H", "H", "H", "H", "H", "H", "H", "H", "H", "H", "H", "H", "H", "H", "H", "H", "H", "H", "H", "H"],
  "positions_angstrom": [[-5.78902, 0.49694, -1.51666], [1.79178, -0.79032, 0.61392], [-1.94961, 3.11907, -0.17452], [1.88312, -1.23440, 1.96734], [0.55527, -0.99799, -0.09157], [2.20908, 0.83942, 0.52421], [-1.50751, 0.93720, -0.55932], [2.93645, -1.60961, -0.23668], [1.32775, 1.69650, -0.24462], [-4.92994, -0.55489, -0.44196], [0.15993, 2.26755, 0.58894], [-4.98101, -2.37173, 1.11149], [4.24706, -1.73719, 0.35994], [-5.64714, -1.50920, 0.25913], [5.18310, -0.59915, -0.04675], [-1.20553, 2.16198, -0.09349], [-2.89978, -1.31949, 0.54092], [2.60629, 1.43088, 1.78679], [5.26679, -0.49953, -1.57190], [6.18311, 0.64335, -1.99799], [0.09494, 1.55406, 1.94462], [-2.80858, 0.62412, -1.09286], [-3.54855, -0.43135, -0.30873], [-3.60714, -2.27857, 1.24568], [1.40740, 1.73921, 2.70476], [2.94736, -1.45291, -1.67355], [3.85334, -0.30845, -2.12723], [3.87571, -0.27834, -3.21789], [-3.37990, 1.55832, -1.08837], [-0.08325, 0.48818, 1.79316], [-0.85117, 0.17494, -0.44366], [4.09566, -1.76780, 1.43874], [6.24420, 0.70022, -3.08216], [3.45194, 0.63820, -1.76322], [5.80494, 1.59272, -1.62536], [5.67198, -1.44038, -1.96230], [-2.71305, 0.28781, -2.13456], [1.91367, -1.29205, -1.97894], [7.18610, 0.49558, -1.60485], [6.17295, -0.77954, 0.37586], [4.66564, -2.69695, 0.03697], [-5.53620, -3.11569, 1.66207], [-0.73438, 1.95446, 2.52955], [3.28556, 0.72873, 2.26799], [1.41594, 1.06576, 3.56094], [1.93539, 2.51625, -0.64398], [4.80364, 0.34310, 0.35128], [0.96482, 1.10601, -1.08519], [3.29583, -2.39729, -2.10657], [1.47998, 2.76477, 3.07030], [-1.82696, -1.27689, 0.64842], [-6.71684, -1.57166, 0.13421], [3.15777, 2.34544, 1.54684], [0.32846, 3.33350, 0.77326], [-3.07846, -2.95500, 1.89981]],
  "lowdin_charge": [0.71, 0.66, 0.07, -0.24, -0.29, -0.22, 0.08, -0.23, -0.15, -0.61, -0.18, -0.09, -0.18, -0.11, -0.15, -0.47, -0.02, -0.20, -0.38, -0.07, -0.14, -0.14, -0.21, -0.08, -0.15, -0.18, -0.15, 0.12, 0.10, 0.09, 0.08, 0.11, 0.08, 0.10, 0.08, 0.14, 0.14, 0.11, 0.08, 0.12, 0.13, 0.10, 0.13, 0.11, 0.11, 0.13, 0.10, 0.11, 0.13, 0.11, 0.09, 0.10, 0.13, 0.15, 0.10],
  "multiplicity": 1,
  "molar_mass_g_mol": 413.97,
  "gap_ev": 9.60,
  "lumo_energy_ev": 0.7,
  "e_homo_ev": -8.94,
  "smiles": "CC1CCN(S(=O)(=O)N2CCC[C@H](C(=O)NCc3ccccc3Cl)C2)CC1",
  "total_charge": 0
}

Stability verdict: entry ii, ahead by 59.7 kJ/mol

Entry i
{
  "formula": "C2H8NO4",
  "method": "the ωB97M-V functional and the def2-TZVPD basis",
  "symbols": ["O", "O", "O", "O", "N", "C", "C", "H", "H", "H", "H", "H", "H", "H", "H"],
  "positions_angstrom": [[-1.42273, -2.21117, 2.03350], [-0.67532, -1.72136, -0.47762], [-1.64847, 2.57554, -1.32167], [-0.33303, 0.17797, -1.58709], [1.64679, 0.90254, 0.24043], [1.25386, -0.50893, 0.11952], [-0.07519, -0.62216, -0.66676], [-1.22535, 2.60748, -0.45091], [1.11188, -0.90378, 1.13028], [1.02525, 1.47980, -0.30340], [-1.99557, -1.47223, 2.24424], [2.61572, 1.12057, 0.07103], [-1.21178, 1.76850, -1.68751], [-1.09087, -2.13300, 1.07935], [2.02481, -1.05976, -0.42339]],
  "lowdin_charge": [-0.14, -0.08, -0.12, -0.06, -0.03, -0.19, -0.66, 0.01, 0.09, 0.03, 0.00, 0.04, 0.00, -0.01, 0.11],
  "multiplicity": 1,
  "molar_mass_g_mol": 110.09,
  "gap_ev": 9.19,
  "lumo_energy_ev": 4.0,
  "e_homo_ev": -5.15,
  "total_charge": -1
}

Entry ii
{
  "formula": "C2H8NO4",
  "method": "the ωB97M-V functional and the def2-TZVPD basis",
  "symbols": ["O", "O", "O", "O", "N", "C", "C", "H", "H", "H", "H", "H", "H", "H", "H"],
  "positions_angstrom": [[-0.32432, 0.17203, -0.81012], [-1.25506, 2.48952, -0.26149], [-0.49568, -0.94207, -3.46258], [2.09468, -0.44287, 2.44382], [0.33006, -1.11780, 1.08646], [-0.76636, -0.53737, 0.24924], [1.01868, -0.27017, 1.88364], [-0.41651, -0.15515, -4.02565], [0.53144, 0.68563, 2.11011], [-0.54894, -0.72338, -2.51856], [0.96750, -1.70747, 0.56241], [-1.27491, 0.12557, 0.96010], [-1.42603, -1.39096, 0.00494], [-0.82988, 3.07735, -0.88764], [-0.90971, 1.54753, -0.56764]],
  "lowdin_charge": [-0.28, -0.18, -0.11, -0.04, 0.03, -0.43, -0.40, 0.02, 0.13, -0.02, 0.13, 0.09, 0.10, -0.01, -0.02],
  "multiplicity": 1,
  "molar_mass_g_mol": 110.09,
  "gap_ev": 8.71,
  "lumo_energy_ev": 4.0,
  "e_homo_ev": -4.66,
  "total_charge": -1
}

Stability verdict: entry i, ahead by 73.7 kJ/mol

Entry i
{
  "formula": "CH2O3PS",
  "method": "the ωB97M-V functional and the def2-TZVPD basis",
  "symbols": ["S", "P", "O", "O", "O", "C", "H", "H"],
  "positions_angstrom": [[3.37010, 0.83982, -0.92558], [2.80559, -0.97915, 0.22199], [1.76139, 1.74998, 0.90041], [-1.12917, -0.27433, 0.25200], [1.60833, -1.71040, -0.24410], [2.21873, 0.75711, 0.39436], [-0.85148, -1.10034, -0.17830], [-0.33903, 0.23250, 0.57581]],
  "lowdin_charge": [0.44, 0.42, -0.12, -0.11, -0.61, -1.06, 0.02, 0.02],
  "multiplicity": 1,
  "molar_mass_g_mol": 125.06,
  "gap_ev": 7.30,
  "lumo_energy_ev": 3.6,
  "e_homo_ev": -3.71,
  "total_charge": -1
}

Entry ii
{
  "formula": "CH2O3PS",
  "method": "the ωB97M-V functional and the def2-TZVPD basis",
  "symbols": ["S", "P", "O", "O", "O", "C", "H", "H"],
  "positions_angstrom": [[-1.37811, 1.08469, -1.32645], [-1.14933, 0.55320, 0.54333], [-1.39861, 1.73373, 1.40114], [1.48141, -0.52614, 1.49998], [0.88118, -1.10944, -1.14461], [0.91853, 0.09490, 0.70172], [0.29083, -0.29793, -1.24278], [0.35409, -1.53301, -0.43233]],
  "lowdin_charge": [0.03, 0.10, -0.60, 0.03, -0.19, -0.27, -0.11, 0.01],
  "multiplicity": 1,
  "molar_mass_g_mol": 125.06,
  "gap_ev": [7.31, 7.31],
  "lumo_energy_ev": [3.6, 3.6],
  "e_homo_ev": [-3.72, -3.72],
  "total_charge": -1
}

Stability verdict: entry i, ahead by 56.8 kJ/mol